Entry 1:
Entry from the Open Molecules 2025 dataset: a molecular structure, C5H8Br2O2 (ωB97M-V with the def2-TZVPD basis set).

## Properties
E_tot	-149489.2936	eV
M	259.92	g/mol
frontier orbital gap (alpha / beta)	8.256 / 8.257	eV
HOMO level (alpha / beta)	-8.0 / -8.0	eV
energy above the lowest of the compared OMol25 structures with the same formula, charge and spin	126.7	kcal/mol
total charge	0

Last column: Mulliken charge in e.
Geometry (Å):
Br 2.54 1.27 -1.22  -0.05
Br 2.98 -0.97 1.07  -0.10
O 1.49 -2.29 -1.22  -0.50
O 0.54 -0.41 -0.27  -0.30
C 2.48 2.34 2.22  -0.39
C -0.86 -1.68 -1.51  -1.30
C 0.64 -1.24 -1.40  0.04
C 1.73 0.18 0.03  -0.04
C 1.45 1.65 1.91  -0.14
H 0.57 1.12 2.30  0.33
H 1.20 -2.66 -0.27  0.38
H 2.33 3.09 2.99  0.29
H -1.13 -1.69 -0.45  0.35
H 0.94 -0.66 -2.27  0.52
H 3.36 2.28 1.55  0.21
H -1.55 -1.02 -1.91  0.40
H -0.89 -2.53 -2.17  0.31

Entry 2:
Entry from the Open Molecules 2025 dataset: 2 unconnected molecules or ions with the total composition C5H8BrCl3NO3 (ωB97M-V with the def2-TZVPD basis set).

## Properties
E_tot	-120558.6235	eV
M	316.39	g/mol
frontier orbital gap	7.412	eV
HOMO level	-4.6	eV
total charge	-1

Last column: Mulliken charge in e.
Geometry (Å):
Br 1.93 -1.22 -2.91  -0.28
Cl 2.30 0.82 4.85  -0.17
Cl 1.44 0.34 2.11  -0.02
Cl 1.70 3.06 3.09  -0.16
O -1.54 0.38 1.21  -0.69
O 0.70 -0.93 -0.37  -0.21
O -2.15 -1.69 0.66  -0.78
N -1.67 1.06 -2.36  -0.73
C -0.64 -0.56 -0.79  0.06
C -0.59 0.85 -1.38  -0.69
C 1.29 1.38 3.50  0.08
C 1.28 -1.87 -1.13  -0.48
C -1.53 -0.61 0.48  0.37
H 2.17 -2.20 -0.62  0.34
H -1.06 -1.28 -1.50  0.36
H 0.26 1.36 3.82  0.27
H 0.64 -2.72 -1.35  0.41
H -2.54 0.97 -1.85  0.32
H -0.71 1.54 -0.56  0.34
H 0.38 1.01 -1.84  0.38
H -1.64 0.32 -3.05  0.28

Entry 3:
Entry from the Open Molecules 2025 dataset: a molecular structure, C5H8BrNO (ωB97M-V with the def2-TZVPD basis set).

## Properties
expectation value of S²	2.03
spin multiplicity	3
E_tot	-78888.3872	eV
M	178.03	g/mol
frontier orbital gap (alpha / beta)	6.210 / 7.134	eV
HOMO level (alpha / beta)	-5.6 / -10.1	eV
energy above the lowest of the compared OMol25 structures with the same formula, charge and spin	31.4	kcal/mol
total charge	0

Last column: Mulliken charge in e.
Geometry (Å):
Br 0.37 0.43 -3.08  -0.04
O 0.89 -2.59 -1.66  -0.53
N 0.26 -0.33 -1.44  -0.19
C -1.42 0.56 0.29  -1.66
C 0.00 0.09 0.41  1.03
C 0.81 1.34 0.81  -1.65
C 0.60 -1.58 -1.05  0.37
C 0.30 -1.40 0.46  -0.45
H -1.81 0.39 -0.59  0.55
H 1.81 1.00 1.01  0.43
H -0.73 -1.83 0.70  0.26
H -2.05 0.15 1.15  0.29
H -1.47 1.62 0.30  0.43
H 1.20 -1.65 0.98  0.34
H 0.84 2.01 0.03  0.42
H 0.39 1.79 1.66  0.40

Entry 4:
Entry from the Open Molecules 2025 dataset: C5H8Cl2N2O in the gas phase (ωB97M-V with the def2-TZVPD basis set).

## Properties
E_tot	-35383.5850	eV
M	183.04	g/mol
frontier orbital gap	10.195	eV
HOMO level	-9.4	eV
SMILES string	CO[C@@]1(Cl)C=NCN(Cl)C1
energy above the lowest of the compared OMol25 structures with the same formula, charge and spin	23.4	kcal/mol
total charge	0

Last column: Mulliken charge in e.
Geometry (Å):
Cl -0.52 1.07 2.12  -0.19
Cl -0.58 -3.21 -0.17  -0.15
O 1.03 1.58 0.05  -0.37
N -0.96 -1.53 0.08  -0.19
N -2.03 0.19 -1.27  -0.49
C 0.01 0.65 0.39  0.49
C 2.20 1.38 0.77  -0.77
C -1.40 1.05 -0.70  -0.09
C 0.29 -0.85 0.19  -0.77
C -1.78 -1.17 -1.15  -0.32
H 3.01 0.74 0.24  0.22
H 1.05 -0.93 -0.52  0.44
H -1.47 2.09 -0.73  0.45
H -2.84 -1.70 -0.90  0.31
H 0.76 -1.33 1.15  0.35
H 2.67 2.37 0.86  0.26
H 1.92 1.05 1.70  0.45
H -1.38 -1.46 -2.10  0.38